(1)
{"formula": "C5H9NO", "method": "the ωB97M-V functional and the def2-TZVPD basis", "species": ["H", "N", "C", "C", "C", "C", "C", "O", "H", "H", "H", "H", "H", "H", "H", "H"], "xyz": [[2.787724, 1.522775, 0.442847], [2.543439, 0.534650, 0.526056], [1.399501, 0.328616, 0.026721], [0.856819, -1.079124, -0.069277], [-0.625797, -1.207768, 0.168258], [-1.456051, 0.021342, -0.246050], [-0.724597, 1.367606, -0.309813], [0.681040, 1.315241, -0.586066], [1.117188, -1.448819, -1.063052], [1.357748, -1.678247, 0.687865], [-0.760890, -1.299441, 1.284302], [-1.084376, -2.109457, -0.243148], [-2.268138, -0.095146, -0.977577], [-1.846091, -0.074077, 0.749396], [-0.845453, 1.844811, 0.668917], [-1.132072, 2.057037, -1.059373]], "forces_ev_per_a": [[0.0, 0.0, 0.0], [-0.3, 0.1, -0.1], [0.3, -0.3, 0.0], [0.2, -0.2, -0.1], [0.2, -0.4, 0.5], [-0.3, -0.1, 0.9], [-0.2, 0.0, 0.2], [0.1, -0.2, -0.1], [0.1, 0.0, 0.0], [0.4, 0.0, -0.3], [0.3, -0.2, -1.0], [0.4, 0.0, -0.1], [0.7, -0.2, 0.0], [-2.0, 1.7, -0.1], [0.1, 0.2, -0.1], [0.0, -0.4, 0.1]], "lowdin_charge": [0.06, 0.16, -0.45, -0.13, -0.21, -0.16, -0.16, -0.04, 0.13, 0.11, 0.12, 0.11, 0.12, 0.08, 0.12, 0.12], "e_lumo_ev": 0.83, "charge": 0, "e_above_lowest_kj_mol": 194.0, "largest_force_ev_per_a": 2.6}

=====

(2)
{"formula": "C2H12O3S", "method": "the ωB97M-V functional and the def2-TZVPD basis", "species": ["C", "C", "S", "H", "H", "H", "H", "H", "H", "H", "H", "O", "H", "H", "O", "H", "H", "O"], "xyz": [[1.522965, 1.219589, 0.929566], [1.314345, -0.193166, 1.416134], [1.262367, -1.400569, 0.053761], [2.350230, 1.255851, 0.221447], [1.699338, 1.968063, 1.695381], [0.684372, 1.600436, 0.341723], [2.061417, -0.430570, 2.181370], [0.369527, -0.446472, 1.886259], [-1.830419, -0.492469, 0.750437], [-1.906250, 1.129228, -1.134489], [-1.989593, 0.940787, 0.241109], [-2.073109, 1.697627, -0.363154], [0.435645, 0.625100, -3.239338], [0.409135, -0.137108, -1.950310], [0.426717, 0.772248, -2.286448], [-2.287397, -2.951506, -0.087025], [-1.056984, -2.140888, -0.206930], [-1.392306, -3.016182, -0.449494]], "forces_ev_per_a": [[-0.5, 0.6, -0.8], [0.4, -0.1, -0.1], [-1.0, 0.5, 1.1], [0.2, -0.1, 0.2], [0.1, -0.2, 0.4], [-0.2, -0.2, 0.1], [0.2, -0.5, -0.3], [0.1, 0.5, 0.3], [1.0, -0.6, -0.5], [0.1, 0.9, -0.6], [-0.1, 0.4, 1.0], [0.1, -1.0, -0.5], [0.0, 0.3, -0.1], [0.1, 0.3, 0.2], [-0.2, -0.5, -0.3], [0.0, -0.4, -0.1], [0.0, -0.2, -0.1], [-0.3, 0.4, 0.1]], "lowdin_charge": [-0.18, -0.64, 0.82, 0.07, 0.07, 0.05, 0.07, 0.03, 0.22, 0.02, -0.09, -0.10, 0.04, -0.05, -0.09, 0.03, -0.14, -0.14], "e_lumo_ev": -4.63, "charge": 0, "e_above_lowest_kj_mol": 651.1, "largest_force_ev_per_a": 1.6}

=====

(3)
{"formula": "C40H113AgCl2N7O19", "method": "the ωB97M-V functional and the def2-TZVPD basis", "species": ["Ag", "Cl", "Cl", "C", "C", "C", "O", "C", "N", "H", "H", "H", "H", "H", "H", "H", "H", "H", "H", "H", "C", "C", "C", "O", "C", "N", "H", "H", "H", "H", "H", "H", "H", "H", "H", "H", "H", "C", "C", "C", "O", "C", "N", "H", "H", "H", "H", "H", "H", "H", "H", "H", "H", "H", "C", "C", "C", "O", "C", "N", "H", "H", "H", "H", "H", "H", "H", "H", "H", "H", "H", "C", "C", "C", "O", "C", "N", "H", "H", "H", "H", "H", "H", "H", "H", "H", "H", "H", "C", "C", "C", "O", "C", "N", "H", "H", "H", "H", "H", "H", "H", "H", "H", "H", "H", "C", "C", "C", "O", "C", "N", "H", "H", "H", "H", "H", "H", "H", "H", "H", "H", "H", "C", "C", "O", "O", "H", "H", "H", "H", "H", "H", "C", "C", "O", "O", "H", "H", "H", "H", "H", "H", "C", "C", "O", "O", "H", "H", "H", "H", "H", "H", "C", "C", "O", "O", "H", "H", "H", "H", "H", "H", "C", "C", "O", "O", "H", "H", "H", "H", "H", "H", "C", "C", "O", "O", "H", "H", "H", "H", "H", "H"], "xyz": [[-0.015684, 0.575998, 0.920749], [-1.416627, 2.270303, -0.578309], [1.291956, -1.451651, 2.044189], [2.774253, 4.098689, -4.015337], [1.920522, 2.856854, -3.612049], [0.995132, 2.413081, -4.793392], [0.245457, 3.491817, -5.296993], [-1.156797, 3.369074, -5.038091], [2.896939, 1.810985, -3.276660], [3.380341, 4.434144, -3.173773], [2.186976, 4.887040, -4.486209], [3.539685, 3.823936, -4.741079], [1.344536, 3.151332, -2.734765], [0.414036, 1.532647, -4.519033], [1.666685, 1.992421, -5.541829], [-1.594107, 2.513829, -5.553291], [-1.717111, 4.214544, -5.437275], [-1.338334, 3.313196, -3.964777], [3.619144, 2.241768, -2.717253], [3.545370, 1.596611, -4.020759], [3.240230, -2.838361, -3.671069], [2.483758, -3.860460, -2.818932], [2.748614, -5.341599, -3.286548], [2.421555, -5.657238, -4.655884], [1.084406, -5.477151, -5.087489], [2.847976, -3.660011, -1.447919], [2.837052, -2.755215, -4.680333], [4.291432, -3.079566, -3.828895], [3.181006, -1.824503, -3.275231], [1.432151, -3.594853, -2.927021], [2.168852, -5.987249, -2.626918], [3.745747, -5.708972, -3.043952], [0.429991, -6.213019, -4.620220], [1.009105, -5.571593, -6.170776], [0.669678, -4.503344, -4.827123], [2.687652, -2.695114, -1.196183], [2.067366, -4.062051, -0.948793], [2.316234, -5.966653, 1.373264], [0.849087, -5.712269, 1.008390], [-0.025279, -5.479690, 2.162662], [-1.360149, -5.282999, 1.667970], [-2.382922, -5.451266, 2.601114], [0.753430, -4.550697, 0.117437], [2.935607, -5.956472, 0.476403], [2.455165, -6.936913, 1.850123], [2.744339, -5.309626, 2.130325], [0.359316, -6.551307, 0.514188], [0.465768, -4.748930, 2.805276], [-0.037782, -6.314802, 2.863049], [-2.443401, -6.469718, 2.984781], [-3.349775, -5.367303, 2.104881], [-2.397467, -4.591723, 3.271251], [-0.210705, -4.438595, -0.161826], [0.959527, -3.713536, 0.643539], [-3.432927, -3.228058, -2.699926], [-2.890358, -4.280745, -1.698195], [-1.848021, -5.258349, -2.310112], [-1.726474, -6.359756, -1.407830], [-0.641615, -7.237028, -1.716725], [-2.328969, -3.590796, -0.538537], [-2.836420, -2.336774, -2.894594], [-4.467597, -2.980067, -2.463167], [-3.417258, -3.738437, -3.662923], [-3.739329, -4.862935, -1.339871], [-0.916429, -4.705169, -2.429453], [-2.179178, -5.518905, -3.315370], [-0.610914, -7.893479, -0.847113], [0.290994, -6.709522, -1.916878], [-0.808949, -7.846882, -2.604524], [-3.094662, -3.134875, -0.063204], [-1.921273, -4.296167, 0.058411], [-2.233143, -1.132456, 3.793652], [-2.548914, -1.408717, 2.295983], [-4.065082, -1.743066, 1.974561], [-4.212543, -1.968876, 0.613161], [-5.527040, -2.228268, 0.225387], [-2.220297, -0.164616, 1.587851], [-2.412091, -2.005359, 4.421442], [-2.692256, -0.239939, 4.218795], [-1.171336, -0.946874, 3.955583], [-2.040328, -2.280641, 1.884669], [-4.646989, -0.918988, 2.387338], [-4.342742, -2.643881, 2.521872], [-5.511337, -2.068572, -0.852747], [-6.368282, -1.727161, 0.704250], [-5.817273, -3.273832, 0.328602], [-2.872563, 0.569591, 1.823658], [-2.562192, -0.380945, 0.662427], [5.465461, 0.483740, -0.228469], [4.762894, 1.710669, 0.456680], [5.745410, 2.768633, 1.212459], [4.931756, 3.671348, 2.060371], [4.948582, 3.359380, 3.462434], [4.013866, 2.462372, -0.528018], [4.711306, -0.269179, -0.457535], [6.045846, -0.095301, 0.489834], [6.064028, 0.674716, -1.119163], [4.077422, 1.385708, 1.239378], [6.173752, 3.479619, 0.505968], [6.571544, 2.298679, 1.746072], [5.943163, 3.423155, 3.903836], [4.487660, 2.433047, 3.805317], [4.445172, 4.181113, 3.971757], [4.022613, 3.431879, -0.245009], [4.546366, 2.472224, -1.386178], [-0.527644, 5.880195, -2.370633], [-0.268774, 6.215741, -0.865207], [-1.497382, 6.551964, -0.098855], [-2.213068, 7.560880, -0.718225], [-3.295593, 8.063107, 0.088845], [0.417144, 5.043587, -0.312100], [-1.131384, 4.983265, -2.508831], [0.335391, 5.637912, -2.990773], [-0.991042, 6.669628, -2.962371], [0.429485, 7.052163, -0.834664], [-1.234419, 6.879539, 0.906951], [-2.134915, 5.669082, -0.145488], [-4.116659, 7.397115, 0.354179], [-3.708110, 9.016795, -0.240415], [-2.899850, 8.327610, 1.069424], [-0.168383, 4.220974, -0.288202], [1.205084, 4.810817, -0.899525], [-1.103664, 2.026802, 6.110442], [0.041929, 1.044988, 6.009847], [0.757223, 0.840185, 7.215354], [-2.135553, 1.953422, 5.123987], [-0.722298, 3.037208, 5.962967], [-1.623781, 1.973811, 7.066878], [0.707146, 1.516110, 5.286212], [-0.192940, 0.057344, 5.612993], [1.645169, 0.518454, 7.043200], [-2.857052, 1.405098, 5.440823], [4.807927, -2.782492, 2.636530], [5.009077, -1.382621, 3.259931], [3.852940, -0.793377, 3.897093], [4.027245, -2.901710, 1.470656], [4.341131, -3.469584, 3.342305], [5.795436, -3.218979, 2.486857], [5.412857, -0.769210, 2.454456], [5.747115, -1.460633, 4.058239], [3.167512, -1.020447, 3.264449], [3.145404, -2.603496, 1.705238], [-4.194162, 1.355366, -3.025384], [-4.663431, 2.740119, -2.618841], [-4.307108, 3.086013, -1.302554], [-2.843338, 1.403615, -3.359303], [-4.682950, 1.089368, -3.962632], [-4.432613, 0.543288, -2.338533], [-5.750404, 2.694958, -2.686270], [-4.344080, 3.488008, -3.344642], [-3.367300, 3.063433, -1.108019], [-2.370681, 1.466171, -2.526065], [0.905180, -0.575571, -2.116329], [-0.542794, -1.194030, -1.989232], [-0.980123, -1.329765, -0.642502], [1.243504, 0.482645, -1.204106], [1.127720, -0.288093, -3.143919], [1.666786, -1.319063, -1.881180], [-0.571730, -2.227505, -2.334475], [-1.339622, -0.650514, -2.496940], [-1.532290, -2.114470, -0.673262], [1.854546, 1.009281, -1.724578], [-4.164703, 3.282661, 2.932905], [-3.405288, 4.355585, 2.089249], [-3.787744, 5.644141, 2.590207], [-5.565556, 3.217716, 2.562729], [-4.166191, 3.525535, 3.995498], [-3.707114, 2.293371, 2.931104], [-3.427720, 4.144932, 1.020035], [-2.343216, 4.311629, 2.330419], [-4.737582, 5.667800, 2.452894], [-6.010691, 4.066283, 2.620999], [0.302610, 2.966291, 2.733739], [1.727426, 2.702860, 2.291065], [1.679420, 2.091301, 0.980700], [-0.523994, 1.755341, 2.747733], [-0.082534, 3.705976, 2.031860], [0.339695, 3.385930, 3.739034], [2.211133, 2.052565, 3.019942], [2.297671, 3.626597, 2.192992], [2.548960, 2.156817, 0.579185], [-0.785387, 1.577086, 3.654096]], "forces_ev_per_a": [[-0.6, -1.3, -1.1], [0.4, -0.6, 0.6], [-0.6, 0.7, -0.2], [-0.4, -0.3, -0.4], [1.1, 1.2, -1.5], [1.0, -0.1, 0.9], [-0.4, -0.2, -0.1], [0.0, 0.0, 0.0], [0.1, -0.6, 0.7], [-0.4, 0.4, 0.3], [0.0, 0.2, 0.4], [-0.1, -0.3, -0.4], [-0.2, -0.4, 0.1], [-0.6, 0.2, 0.3], [0.2, 0.4, -0.6], [0.2, -0.4, 0.2], [0.5, 0.4, 0.0], [-0.1, -0.2, -0.1], [-0.7, 0.1, 0.8], [-0.7, -0.4, -1.2], [0.1, 0.0, -0.9], [1.0, 0.6, -1.6], [-1.4, 0.4, 0.4], [0.7, 0.5, 0.1], [0.0, 0.1, 0.7], [0.3, -0.6, 0.4], [-0.2, -0.2, -0.1], [0.1, -0.2, 0.4], [0.0, -0.1, 0.3], [-0.5, -0.4, -0.4], [-0.6, -0.1, 0.1], [0.4, 0.6, -0.7], [-0.1, -0.3, 0.0], [0.4, -0.2, 0.1], [0.1, 0.3, 0.1], [0.6, 0.5, -0.2], [0.2, -0.8, 0.6], [-0.2, -0.8, 0.2], [0.5, 0.2, -0.8], [-0.5, -0.8, 1.8], [1.0, 0.3, 0.1], [-0.9, 0.4, -0.5], [-0.5, -0.5, -0.1], [0.0, 0.2, 0.1], [-0.3, -0.4, -0.2], [-0.2, 0.7, -0.3], [0.7, -0.2, -0.4], [-0.8, 1.3, -0.1], [-0.1, -0.7, -0.2], [0.6, 0.2, 0.8], [0.0, 0.1, -0.6], [0.2, -0.5, 0.9], [0.1, 0.0, -0.1], [0.1, 0.4, 0.3], [0.2, -1.3, -0.6], [0.3, 0.6, -0.3], [-1.0, 0.8, 0.8], [0.5, 0.5, -1.0], [-0.6, 0.0, 0.2], [0.3, -0.6, -0.7], [0.1, 0.0, 0.6], [0.2, 0.2, -0.1], [-0.5, 0.1, -0.3], [-0.2, -0.4, -0.4], [0.5, -0.1, 0.1], [-0.1, -0.6, -0.1], [0.5, -0.1, -0.2], [0.1, 0.2, 0.5], [-0.4, -0.1, -0.2], [0.1, -0.1, 0.3], [-0.2, 0.0, 0.6], [0.3, -1.0, -0.3], [-1.4, 0.7, 1.0], [1.6, 0.0, 2.1], [-0.3, 1.1, 0.4], [-0.8, -1.0, -1.5], [0.0, -1.0, -1.4], [-0.4, 0.0, 0.1], [-0.6, -0.2, -0.4], [0.2, -0.1, -0.6], [0.8, 0.4, 0.1], [-0.5, 0.2, -0.4], [-0.1, -0.2, 0.2], [-0.5, 0.3, 0.1], [0.6, 0.9, 0.2], [0.4, -0.5, 0.3], [0.1, 0.5, 0.8], [0.6, 0.3, -1.0], [-0.9, -0.1, 1.3], [2.6, 0.7, 0.6], [-1.5, -0.1, -0.1], [0.8, -1.7, 0.1], [0.2, 1.0, 0.2], [-0.2, 0.4, -0.2], [-0.3, 0.2, -0.5], [0.5, 0.4, 0.1], [0.0, 0.4, 0.1], [0.1, -0.5, 0.1], [0.1, -0.3, -0.4], [-0.2, -0.1, 0.4], [0.4, -0.3, -0.4], [-0.1, -0.3, -0.6], [-0.4, 0.0, -0.2], [-0.3, 0.4, 0.2], [0.2, -0.1, 0.0], [-0.6, 0.5, -0.5], [1.4, -1.0, -2.5], [-0.5, -0.6, 0.1], [-1.7, 1.8, -0.5], [1.0, 0.4, 1.0], [0.3, 0.5, 1.2], [-0.4, 0.0, 0.5], [0.7, 0.1, 0.6], [-0.4, 0.2, 0.3], [0.0, 0.2, 0.1], [0.0, -0.5, 0.4], [-0.1, -0.5, 0.8], [0.1, -0.6, -0.7], [0.2, -0.3, -0.9], [0.3, 0.0, 0.3], [-0.3, -0.1, -0.2], [0.1, 0.0, 0.0], [-1.1, 0.7, 1.1], [1.2, -0.6, -1.0], [-0.7, 0.7, 0.7], [0.4, -0.5, -0.6], [0.2, 0.0, 0.4], [0.5, 0.0, 0.4], [0.4, -0.2, -0.3], [-0.7, 0.1, -0.2], [0.0, 0.0, -0.3], [0.1, -0.1, 0.1], [-0.3, -0.5, 1.1], [-0.2, -0.5, 0.3], [1.0, -0.6, -0.9], [0.9, 0.6, -0.3], [0.0, 0.1, 0.8], [0.1, 0.2, -0.5], [-0.1, 0.5, 0.0], [0.2, -0.1, -0.2], [-1.1, 0.4, 0.0], [-0.5, 0.2, -0.2], [-0.4, 0.5, -1.2], [-0.5, -0.8, 0.4], [-1.1, 0.4, 0.4], [0.9, -0.6, 0.0], [-0.3, 0.0, -0.1], [0.0, 0.2, 0.5], [-0.2, 0.3, 0.4], [0.3, 0.0, -0.2], [0.4, -0.2, -0.4], [0.6, 0.1, 0.3], [-0.2, -1.0, 0.7], [0.5, 0.5, 0.7], [1.3, 1.8, 0.1], [-1.2, -0.6, -0.5], [-0.4, 0.2, -0.1], [-0.5, -0.6, -0.2], [0.6, 0.0, -0.9], [0.4, 0.4, -0.5], [-0.5, -1.3, 0.5], [0.6, 0.7, -0.1], [-0.6, 1.1, -0.2], [0.8, -1.1, 2.1], [-0.3, -0.4, -1.0], [0.6, -1.0, -0.4], [0.5, 0.5, 0.1], [-0.3, -0.1, -0.8], [-0.8, 0.5, -0.1], [0.1, -0.3, 0.1], [-0.2, 0.5, 0.0], [0.3, 0.1, 0.2], [0.1, -0.1, 0.0], [-0.3, -0.5, -0.5], [-0.5, 0.5, 1.4], [1.0, 2.0, 0.4], [-0.5, -0.2, 0.1], [-0.1, 0.2, 0.0], [0.2, -0.3, -0.1], [-0.2, 0.2, 0.3], [0.1, -0.2, -0.8], [-0.4, -0.1, 0.1]], "lowdin_charge": [0.85, 0.20, 0.06, -0.06, -0.37, -0.19, -0.18, -0.09, 0.03, 0.07, 0.07, 0.07, 0.12, 0.11, 0.12, 0.09, 0.09, 0.06, 0.02, 0.09, -0.06, -0.44, -0.15, -0.18, -0.11, 0.05, 0.07, 0.08, 0.05, 0.10, 0.09, 0.12, 0.07, 0.09, 0.07, 0.04, 0.00, -0.03, -0.41, -0.20, -0.21, -0.10, 0.08, 0.08, 0.08, 0.07, 0.11, 0.13, 0.13, 0.10, 0.08, 0.08, 0.04, 0.02, -0.02, -0.36, -0.18, -0.18, -0.10, 0.06, 0.07, 0.06, 0.07, 0.14, 0.11, 0.12, 0.09, 0.06, 0.09, 0.05, 0.05, -0.04, -0.34, -0.18, -0.22, -0.09, 0.03, 0.08, 0.06, 0.04, 0.12, 0.13, 0.13, 0.08, 0.10, 0.09, 0.07, 0.05, -0.02, -0.36, -0.11, -0.21, -0.11, 0.03, 0.08, 0.06, 0.08, 0.12, 0.11, 0.11, 0.08, 0.08, 0.09, 0.09, 0.07, -0.04, -0.39, -0.24, -0.16, -0.09, 0.04, 0.05, 0.06, 0.07, 0.14, 0.13, 0.12, 0.08, 0.08, 0.08, -0.06, 0.05, -0.20, -0.24, -0.04, -0.10, 0.12, 0.13, 0.11, 0.11, 0.09, 0.09, -0.26, -0.22, -0.12, -0.11, 0.11, 0.12, 0.09, 0.11, -0.08, -0.08, -0.26, -0.25, -0.11, -0.11, 0.12, 0.12, 0.11, 0.12, -0.08, -0.05, -0.18, -0.19, -0.19, -0.18, 0.10, 0.07, 0.10, 0.09, -0.01, 0.02, -0.20, -0.21, -0.06, -0.08, 0.11, 0.09, 0.08, 0.10, 0.07, 0.07, -0.19, -0.20, -0.18, -0.19, 0.09, 0.12, 0.11, 0.12, 0.01, 0.03], "e_lumo_ev": [0.26, -2.88], "charge": 0, "largest_force_ev_per_a": 3.0, "multiplicity": 2}

=====

(4)
{"formula": "C3H5NSSi", "method": "the ωB97M-V functional and the def2-TZVPD basis", "species": ["C", "C", "C", "N", "Si", "S", "H", "H", "H", "H", "H"], "xyz": [[-1.467063, 0.378292, 0.224524], [-2.750937, -0.226470, -0.106016], [0.954007, 0.102208, -0.088088], [-0.240990, 0.068763, 0.038978], [2.811786, -0.076549, -0.220570], [-3.591769, -1.571939, -0.767154], [-1.605118, 1.352713, 0.811235], [-3.521157, 0.485836, 0.375655], [3.415827, 1.194537, -0.456862], [2.908029, -1.304546, -0.955052], [3.087385, -0.402845, 1.143349]], "forces_ev_per_a": [[-4.2, 1.3, 1.1], [-1.8, 0.3, 1.0], [-3.2, -0.5, 0.0], [5.6, -0.1, -1.2], [-1.6, -0.4, 1.2], [2.2, 1.6, 0.6], [0.4, -1.5, -0.9], [1.2, -0.9, -0.9], [0.4, 0.6, -0.8], [0.4, -0.3, -0.9], [0.6, -0.2, 0.9]], "lowdin_charge": [-0.26, -0.67, -0.12, -0.01, 0.67, 0.45, 0.14, 0.04, -0.08, -0.07, -0.09], "e_lumo_ev": -0.48, "charge": 0, "e_above_lowest_kj_mol": 282.7, "largest_force_ev_per_a": 5.7}